No. 1
A structure of composition C27H36Br4ClN4NiO10P. Source: the OMol25 dataset; level of theory: ωB97M-V with the def2-TZVPD basis set.

Cartesian coordinates (Å):
Ni -0.60471 -1.53054 -0.60389
N -1.55956 -0.00636 0.64700
C -2.53275 -0.55651 1.58277
C -2.71999 0.28500 2.85187
C -2.98069 1.78020 2.63350
C -4.37763 2.14580 2.11260
N -4.77857 1.58538 0.82768
C -4.12549 1.83807 -0.35846
N -3.38993 3.00301 -0.40320
N -4.13853 1.07815 -1.39117
C -2.08102 -2.00213 1.94948
O -2.56905 -2.49318 2.97407
O -1.28603 -2.53584 1.12397
H -0.68542 0.20703 1.11917
H -1.86072 0.84075 0.17995
H -3.47909 -0.69445 1.05767
H -1.80008 0.18109 3.43452
H -3.52014 -0.15378 3.45248
H -2.21751 2.18186 1.96289
H -2.87326 2.29798 3.59216
H -4.45882 3.23647 2.05791
H -5.12699 1.81295 2.83334
H -5.08620 0.62989 0.88643
H -3.62944 3.74533 0.23136
H -3.15030 3.28915 -1.33977
H -4.59988 0.18835 -1.23853
H -2.26198 0.81446 -2.36384
Br 0.15102 2.79143 -6.65547
C 0.30911 1.47198 -5.30646
C 1.34774 0.54820 -5.31382
Br 2.63082 0.60018 -6.70604
C 1.43997 -0.41520 -4.31437
Br 2.85977 -1.65299 -4.25875
C 0.49823 -0.52902 -3.26082
O 0.59297 -1.42163 -2.36287
C -0.57106 0.42574 -3.28975
O -1.44226 0.30684 -2.26099
C -0.63460 1.38927 -4.26480
Br -2.07000 2.64079 -4.18565
Cl 3.10748 -7.42441 0.68833
C 1.89394 -6.45612 -0.12565
C 0.84124 -7.09033 -0.76080
C -0.11718 -6.31669 -1.39827
C -0.05222 -4.92735 -1.38528
C 1.03249 -4.32336 -0.76119
C 2.01042 -5.07968 -0.13096
C -1.21021 -4.17224 -2.06047
O -1.82983 -4.81431 -2.91450
O -1.49403 -2.98536 -1.69857
H 0.77415 -8.17098 -0.75377
H -0.94455 -6.77947 -1.91887
H 1.15562 -3.25479 -0.78197
H 2.85361 -4.60154 0.35055
C 0.52877 3.47345 -1.15188
C 1.12304 3.23739 0.23924
C 2.57740 3.71326 0.29239
C 0.31048 3.99585 1.28402
O 0.98851 1.84959 0.59937
P 1.88642 0.64668 -0.07888
O 2.32878 1.02661 -1.42843
O 1.07951 -0.58404 0.22690
O 3.20083 0.62608 0.87634
C 3.32811 -0.03749 2.14493
C 2.14771 0.24469 3.07706
C 4.60430 0.54340 2.74496
C 3.48623 -1.54336 1.93151
H 0.42967 4.54388 -1.35463
H -0.45525 3.00434 -1.20453
H 1.17037 3.01475 -1.90354
H 2.63503 4.75770 -0.02286
H 3.18792 3.10445 -0.37289
H 2.97106 3.62030 1.30820
H 0.35516 5.06792 1.08006
H 0.70877 3.80653 2.28432
H -0.73411 3.67502 1.26116
H 1.98949 1.32052 3.17645
H 2.34751 -0.18341 4.06161
H 1.24241 -0.20675 2.67276
H 4.48663 1.61768 2.90699
H 5.43689 0.39115 2.05575
H 4.83307 0.06094 3.69791
H 2.59971 -1.92337 1.42706
H 3.61243 -2.05214 2.88984
H 4.35426 -1.73873 1.29806

Values from the calculation:
energy: -398053.310 eV
net charge: -2
spin multiplicity: 3
HOMO level (spin up / spin down): -2.31 / -2.29 eV
frontier orbital gap (spin up / spin down): 6.1 / 6.0 eV
largest force on an atom: 0.7 eV/A

=====

No. 2
A structure of composition C27H36BrFeN6S2Si2 at a distorted geometry. Source: the OMol25 dataset; level of theory: ωB97M-V with the def2-TZVPD basis set.

Cartesian coordinates (Å):
Fe -0.97041 0.33357 -0.38680
N 0.35619 -1.50713 -1.39720
C 0.62639 -1.68173 -2.82000
C 1.26879 -0.41003 -3.38490
N 0.49309 0.79277 -3.15110
H 1.22209 -1.49053 -0.86840
H -0.18251 -2.29983 -1.06600
H -0.33361 -1.85783 -3.31450
H 1.28099 -2.54323 -3.02090
H 1.40249 -0.53363 -4.46340
H 2.24969 -0.26443 -2.92460
H -0.45621 0.64667 -3.48460
H 0.42529 0.93787 -2.13660
C -0.49531 -0.38863 3.49270
Si 0.99859 -0.76953 2.37010
C 2.44489 -0.93183 3.63340
C 0.84089 -2.53713 1.64990
C 1.25919 0.56857 1.06090
C 0.65779 1.82637 1.52320
C 1.26789 2.71677 2.42070
C 0.60669 3.85607 2.81310
C -0.66381 4.10917 2.30340
C -1.20011 3.19467 1.42010
N -0.56511 2.09457 1.04100
Si 2.99699 0.85357 0.41230
C 3.78519 -0.71713 -0.34400
C 4.44129 1.41207 1.57790
C 2.94089 2.25927 -0.89010
H -0.64331 -1.16883 4.23360
H -1.40571 -0.30523 2.90980
H -0.36451 0.55357 4.01930
H 2.14549 -1.54043 4.48230
H 2.74149 0.03727 4.02160
H 3.32249 -1.39643 3.19370
H 0.83199 -3.26673 2.45290
H 1.67519 -2.78723 1.00290
H -0.07811 -2.67003 1.09060
H 2.24179 2.47627 2.81400
H 1.05759 4.53937 3.51980
H -1.21701 4.98847 2.59200
H -2.18561 3.34457 0.99740
H 4.03109 -1.43003 0.43710
H 4.70829 -0.46183 -0.85430
H 3.15809 -1.22793 -1.06260
H 4.52869 0.76337 2.44520
H 4.32359 2.43007 1.94120
H 5.39309 1.37117 1.05110
H 2.37919 1.98997 -1.77670
H 3.93909 2.55237 -1.20550
H 2.46579 3.13917 -0.46380
S -2.65841 -1.15773 -2.27500
C -2.78371 -2.37323 -1.06730
C -2.82851 -3.71753 -1.42740
C -2.81291 -4.72743 -0.46930
C -2.84451 -6.07213 -0.87260
N -2.86981 -7.16263 -1.24040
C -2.76231 -4.38403 0.90220
C -2.77881 -3.03973 1.27000
C -2.79871 -2.03213 0.31640
S -2.84681 -0.38053 0.84250
C -2.70671 -5.36883 1.89890
N -2.66481 -6.14843 2.74410
H -2.85901 -3.98173 -2.47550
H -2.74801 -2.76423 2.31490
Br -4.06741 4.86717 -4.80900
C -3.26481 3.72417 -3.50980
C -1.94181 3.91387 -3.13940
C -1.40431 3.04887 -2.20370
N -2.08551 2.04927 -1.64480
C -3.36501 1.90597 -1.98980
C -4.00141 2.70957 -2.91930
H -1.34231 4.69987 -3.57050
H -0.37361 3.15157 -1.89680
H -3.90151 1.09977 -1.51210
H -5.03591 2.53967 -3.17320

Values from the calculation:
energy: -179384.261 eV
net charge: -1
spin multiplicity: 5
HOMO level (spin up / spin down): -4.49 / -4.54 eV
frontier orbital gap (spin up / spin down): 6.5 / 6.6 eV
largest force on an atom: 1.4 eV/A

=====

No. 3
The ion C27H36ClN2O3 with charge +1. Source: the OMol25 dataset; level of theory: ωB97M-V with the def2-TZVPD basis set.

Cartesian coordinates (Å):
C -1.65281 -0.33579 4.41408
C -1.16795 -1.68425 3.89423
C -0.53248 -1.60766 2.50530
C -1.54728 -1.39368 1.38374
C -0.89847 -1.27715 0.00227
C -0.42001 -2.61846 -0.55192
C 0.35346 -2.48393 -1.86511
C -0.50718 -1.94489 -3.00793
C 0.18028 -1.98648 -4.37473
C 1.41650 -1.09463 -4.47531
H 1.80686 -1.09765 -5.49469
H 2.19643 -1.41279 -3.78036
O 1.06622 0.27328 -4.18897
C 1.47712 0.79985 -3.06756
O 2.18305 0.29384 -2.23475
C 0.90468 2.22021 -2.86385
N 0.11123 2.22808 -1.65939
C 0.53462 2.40432 -0.39589
N -0.49961 2.33090 0.44433
C -1.63638 2.04523 -0.28706
C -2.95598 1.83840 0.09510
C -3.85710 1.54484 -0.90777
C -3.46588 1.46110 -2.24658
C -2.15942 1.67527 -2.63744
C -1.24678 1.97167 -1.63325
H -1.86854 1.60290 -3.67265
H -4.20577 1.22117 -2.99323
H -4.89042 1.37102 -0.65406
H -3.26713 1.89711 1.12476
C -0.51890 2.51298 1.87385
H -1.44062 3.02410 2.14735
H 0.33221 3.10753 2.19419
H -0.48748 1.54369 2.37624
C 1.96703 2.69539 -0.03497
O 2.26905 2.48525 1.31073
C 2.49921 1.19907 1.77765
C 2.66016 1.10096 3.15810
C 2.89126 -0.12417 3.74828
C 2.96449 -1.26352 2.95701
C 2.81471 -1.16832 1.58387
C 2.57385 0.06080 0.98990
H 2.46569 0.09435 -0.08100
H 2.87919 -2.05226 0.97065
Cl 3.23054 -2.80249 3.68864
H 3.01405 -0.19826 4.81642
H 2.61137 1.99920 3.75250
H 2.15688 3.76522 -0.20695
H 2.62745 2.11767 -0.69396
H 1.72983 2.93027 -2.77936
H 0.27456 2.49124 -3.71119
H 0.49620 -3.00550 -4.59921
H -0.53459 -1.67732 -5.13943
H -0.81290 -0.91731 -2.79292
H -1.41683 -2.54492 -3.07323
H 0.73195 -3.46826 -2.14754
H 1.21255 -1.83183 -1.69883
H -1.28237 -3.27051 -0.70325
H 0.23158 -3.09500 0.18095
H -0.04522 -0.59407 0.06195
H -1.63095 -0.84971 -0.68754
H -2.25588 -2.22347 1.37509
H -2.11804 -0.48241 1.57890
H 0.00625 -2.53765 2.32322
H 0.20470 -0.79999 2.49299
H -0.42594 -2.07711 4.59120
H -2.00284 -2.38645 3.87003
H -2.42524 0.08152 3.77164
H -2.07382 -0.44933 5.40935
H -0.82441 0.36877 4.47738

Values from the calculation:
energy: -50224.141 eV
net charge: +1
HOMO level: -11.25 eV
frontier orbital gap: 8.2 eV
largest force on an atom: 1.0 eV/A

=====

No. 4
A structure of composition C27H36CrGeN3O5PSSe. Source: the OMol25 dataset; level of theory: ωB97M-V with the def2-TZVPD basis set.

Cartesian coordinates (Å):
Cr 1.26115 0.05952 0.10889
S 2.70423 -0.05147 4.37515
C 0.98679 0.17297 4.50875
C 0.20890 0.28392 5.65729
C -1.14932 0.47665 5.50343
C -1.72328 0.56561 4.22992
C -0.95051 0.45900 3.09279
C 0.42068 0.25748 3.23157
N 1.33698 0.13091 2.19929
C 2.55457 -0.02877 2.65919
C 3.64535 -0.18967 1.71281
C 4.97772 -0.33570 2.08804
C 5.93884 -0.45936 1.09932
C 5.56109 -0.43314 -0.23704
C 4.22386 -0.28728 -0.59499
C 3.23449 -0.16101 0.37275
H 0.65498 0.23382 6.64076
H -1.77621 0.57034 6.37910
H -2.78785 0.73435 4.13971
H -1.37627 0.54813 2.10341
H 5.27076 -0.34496 3.13153
H 6.98069 -0.56957 1.36694
H 6.31818 -0.52071 -1.00580
H 3.96772 -0.26434 -1.64758
C 1.63510 -1.81481 -3.33113
C 1.50296 -0.34983 -3.13252
N 1.37340 0.26835 -1.97353
C 1.31255 1.61526 -2.24203
C 1.38992 1.81641 -3.58823
N 1.51797 0.56433 -4.12766
C 1.34377 3.00345 -4.48592
O 1.15312 4.17302 -3.91587
O 1.44777 2.83845 -5.67414
C 1.20144 2.54120 -1.09274
O 1.08931 3.74449 -1.24154
O 1.25305 1.92542 0.05769
H 1.61740 -2.29738 -2.35664
H 2.57700 -2.05595 -3.82479
H 0.82201 -2.20541 -3.94440
H 1.60416 0.40782 -5.12225
H 1.05851 4.10749 -2.92811
C -6.09927 1.96957 -0.37007
Ge -4.25007 2.02028 -0.99496
C -4.13481 1.60036 -2.89946
C -3.35883 3.70556 -0.58738
C -3.23955 0.62640 0.00470
Se -1.43435 0.42867 -0.73201
C -1.80726 -0.96426 -2.03917
H -6.70368 2.71219 -0.88919
H -6.15719 2.17517 0.69845
H -6.53668 0.98848 -0.55581
H -4.71125 2.32215 -3.47717
H -4.53417 0.60814 -3.11166
H -3.10031 1.64746 -3.24094
H -3.77865 4.52617 -1.16750
H -2.29600 3.63834 -0.82515
H -3.46276 3.95114 0.46966
H -3.71494 -0.35498 -0.00193
H -3.13644 0.92974 1.04713
H -1.78521 -0.54785 -3.04303
H -2.79564 -1.37256 -1.84155
H -1.06246 -1.75234 -1.93997
C 0.56479 -4.50849 -0.01333
P 0.42872 -3.01320 0.96443
C -1.28486 -2.81260 1.45557
C 1.40122 -3.23290 2.45564
O 0.92047 -1.83270 0.13990
H 0.16782 -5.36203 0.53604
H 1.61156 -4.69419 -0.25398
H 0.00256 -4.39207 -0.93975
H -1.56261 -3.60261 2.15424
H -1.93566 -2.85752 0.58203
H -1.40865 -1.84364 1.93896
H 1.14593 -4.18111 2.92993
H 1.20403 -2.42034 3.15647
H 2.46121 -3.23348 2.19946

Values from the calculation:
energy: -213698.211 eV
net charge: +1
spin multiplicity: 2
HOMO level (spin up / spin down): -11.11 / -11.12 eV
frontier orbital gap (spin up / spin down): 7.9 / 8.2 eV
largest force on an atom: 0.4 eV/A

=====

No. 5
A structure of composition C27H36FeN2P at a distorted geometry. Source: the OMol25 dataset; level of theory: ωB97M-V with the def2-TZVPD basis set.

Cartesian coordinates (Å):
C 3.44709 1.64762 -3.33636
C 2.16928 0.96833 -3.42952
C 1.74958 0.62021 -2.08517
C 2.76719 1.08834 -1.16282
C 3.81665 1.71827 -1.93652
Fe 2.06807 2.56182 -2.26873
C 1.82490 4.24685 -1.23814
C 2.19047 4.51285 -2.61972
C 1.22783 3.85664 -3.47596
C 0.24314 3.15653 -2.64177
C -0.73232 2.15929 -3.02443
C -2.07139 2.19752 -2.58440
C -3.01961 1.31341 -3.17624
C -4.32880 1.28869 -2.73805
C -4.75370 2.14431 -1.70242
C -3.84427 3.07598 -1.16565
C -2.53719 3.13396 -1.61521
C 0.63593 3.43584 -1.24496
H 4.05889 1.96228 -4.18153
H 1.66810 0.67828 -4.35216
H 0.87815 0.03019 -1.80463
H 2.77672 0.91134 -0.08956
H 4.75051 2.10051 -1.52788
H 2.31319 4.64523 -0.34995
H 2.99822 5.16129 -2.95683
H 1.16142 3.90719 -4.55846
H -0.52294 1.52586 -3.89746
H -2.68046 0.63753 -3.96314
H -5.04165 0.58247 -3.16675
H -5.76822 2.07864 -1.30395
H -4.15857 3.74817 -0.36669
H -1.84291 3.87949 -1.22064
H 0.03811 3.09512 -0.40596
C -3.75261 -2.66104 1.98932
C -2.39140 -3.27977 1.69825
C -2.17505 -4.44001 2.66369
C -2.28488 -3.79786 0.26897
N -1.36053 -2.24441 1.94344
P 0.02212 -1.92726 0.94348
H -0.38092 -0.60863 0.35282
N 0.89859 -1.35398 2.32341
C 2.37011 -1.37561 2.49730
C 2.79984 -0.01976 3.04381
C 3.05509 -1.71732 1.18094
C 2.72623 -2.44187 3.52846
C 0.09754 -1.29945 3.44180
C -1.16006 -1.79947 3.23103
H -3.89793 -1.73397 1.42453
H -4.53864 -3.37009 1.70762
H -3.86315 -2.43880 3.05679
H -1.18779 -4.89081 2.50609
H -2.26627 -4.10908 3.70419
H -2.93701 -5.20907 2.49048
H -1.35293 -4.35720 0.10474
H -3.11187 -4.50123 0.10735
H -2.36684 -3.00374 -0.48169
H 2.40191 0.13278 4.05407
H 3.89412 0.01539 3.09950
H 2.45335 0.80120 2.40532
H 2.80570 -2.73469 0.84816
H 2.83429 -1.00595 0.37579
H 4.13880 -1.69433 1.35725
H 2.40092 -3.43005 3.18208
H 3.81254 -2.46673 3.67203
H 2.26670 -2.22356 4.49860
H 0.50344 -0.95681 4.38978
H -1.93483 -1.92682 3.98227

Values from the calculation:
energy: -75234.000 eV
net charge: -1
spin multiplicity: 5
HOMO level (spin up / spin down): -1.12 / -2.81 eV
frontier orbital gap (spin up / spin down): 3.6 / 5.2 eV
largest force on an atom: 2.3 eV/A

=====

No. 6
The molecule C27H36N4O6. Source: the OMol25 dataset; level of theory: ωB97M-V with the def2-TZVPD basis set.

Cartesian coordinates (Å):
C 0.54300 4.15586 0.76426
H 1.04365 3.87271 -0.15821
H 0.91953 5.12505 1.08298
H -0.52171 4.24526 0.56205
C 0.80466 3.10200 1.84178
C 0.30024 1.75008 1.41612
C 1.08751 0.95675 0.66025
N 0.64523 -0.29107 0.25641
C 1.02899 -1.00447 -0.84036
O 1.85863 -0.72247 -1.65334
O 0.29163 -2.15218 -0.87869
C -0.63755 -2.14562 0.12377
N -1.56832 -2.96302 0.28434
C -1.72898 -4.08288 -0.61729
C -0.70285 -5.15703 -0.33044
C -1.04328 -6.59468 -0.57638
C -0.90836 -6.08662 0.82658
H -1.80688 -5.96985 1.41280
H -0.04824 -6.38812 1.40453
H -2.03259 -6.82717 -0.94046
H -0.27431 -7.24315 -0.96730
H 0.31058 -4.83904 -0.54088
H -1.63016 -3.75498 -1.65902
H -2.73684 -4.47066 -0.44943
C -0.33784 -0.99182 1.05101
C -1.51004 -0.08015 1.43976
C -1.06444 1.34427 1.69771
C -2.03242 2.17175 2.11708
C -3.42959 1.65271 2.22026
H -4.13969 2.46464 2.37529
H -3.52546 0.94735 3.05142
C -3.77923 0.92731 0.90416
C -3.86426 1.97296 -0.19610
O -4.58998 2.93054 -0.23689
N -2.93013 1.65819 -1.15634
C -2.23363 0.50231 -0.90128
O -1.40390 0.03364 -1.63749
C -2.68768 -0.04123 0.43955
H -3.05230 -1.06317 0.30725
C -2.72989 2.44736 -2.35615
C -3.62680 1.96374 -3.48875
H -3.45887 2.56978 -4.37436
H -3.40265 0.92664 -3.72676
H -4.67242 2.04540 -3.20099
H -1.67793 2.35196 -2.63476
H -2.95930 3.48476 -2.10228
H -4.75195 0.44062 1.00674
H -1.85941 3.21511 2.31460
H -1.92463 -0.48828 2.36821
C 0.32943 -1.54188 2.32344
H -0.31326 -2.29310 2.77378
H 0.50290 -0.73146 3.02735
H 1.29025 -1.98782 2.07542
O 2.32113 1.35018 0.23517
C 3.34413 0.42408 0.34140
O 3.24903 -0.56564 1.02769
N 4.43409 0.80926 -0.33200
C 4.45709 1.97246 -1.19664
C 4.01494 1.63000 -2.61699
H 3.92878 2.53693 -3.20953
H 3.05398 1.12401 -2.59042
H 4.73219 0.96824 -3.09606
H 3.79588 2.73020 -0.77366
H 5.47730 2.36578 -1.19692
C 5.59140 -0.06527 -0.32019
C 6.63001 0.39163 0.70009
H 6.97212 1.40090 0.48180
H 6.19917 0.37785 1.69771
H 7.48631 -0.27680 0.68036
H 6.02185 -0.08210 -1.32364
H 5.24363 -1.06880 -0.06775
H 0.32770 3.39510 2.77756
H 1.88053 3.03426 2.01344

Values from the calculation:
energy: -46830.716 eV
HOMO level: -7.92 eV
frontier orbital gap: 8.6 eV
largest force on an atom: 0.9 eV/A